[1]
{"formula": "C29H63NO12Si", "method": "the ωB97M-V functional and the def2-TZVPD basis", "e_tot_ev": -65031.5082, "homo_ev": -9.31, "smiles": "NCCCCC[SiH3].CCOC(C)=O.CCOC(C)=O.CCOC(C)=O.CCOC(C)=O.CCOC(C)=O.CCOC(C)=O", "gap_ev": 9.662, "species": ["N", "C", "C", "C", "C", "C", "Si", "H", "H", "H", "H", "H", "H", "H", "H", "H", "H", "H", "H", "H", "H", "H", "O", "C", "O", "C", "C", "C", "H", "H", "H", "H", "H", "H", "H", "H", "O", "C", "O", "C", "C", "C", "H", "H", "H", "H", "H", "H", "H", "H", "O", "C", "O", "C", "C", "C", "H", "H", "H", "H", "H", "H", "H", "H", "O", "C", "O", "C", "C", "C", "H", "H", "H", "H", "H", "H", "H", "H", "O", "C", "O", "C", "C", "C", "H", "H", "H", "H", "H", "H", "H", "H", "O", "C", "O", "C", "C", "C", "H", "H", "H", "H", "H", "H", "H", "H"], "coordinates": [[1.9334, -4.0670, 2.5127], [1.3499, -2.8833, 1.8527], [0.8098, -1.8042, 2.8543], [-0.5953, -2.3450, 3.3486], [-1.6386, -2.0180, 2.2457], [-3.1175, -2.1353, 2.8094], [-3.6001, -3.9822, 2.6658], [1.4950, -4.8682, 2.0815], [1.7137, -4.1066, 3.4991], [2.0679, -2.3583, 1.1956], [0.5213, -3.2345, 1.2162], [1.4920, -1.6236, 3.7004], [0.6285, -0.8497, 2.3385], [-0.4707, -3.4393, 3.4262], [-0.8635, -1.9597, 4.3428], [-1.5761, -2.7893, 1.4569], [-1.4727, -1.0392, 1.7677], [-3.7401, -1.5679, 2.0979], [-3.1968, -1.7288, 3.8272], [-3.9596, -4.5842, 3.9587], [-2.4366, -4.7404, 2.1516], [-4.6648, -4.1083, 1.6694], [-5.0941, 0.8240, 1.1760], [-4.2393, 1.0705, 0.3665], [-3.4458, 2.1342, 0.5352], [-2.2929, 2.3981, -0.2788], [-2.6747, 3.1253, -1.5544], [-4.1043, 0.2468, -0.8876], [-1.7362, 1.4801, -0.4604], [-1.6477, 3.0327, 0.3249], [-3.3432, 2.5239, -2.1744], [-1.7939, 3.3681, -2.1360], [-3.2068, 4.0488, -1.3167], [-4.8310, 0.5957, -1.6205], [-4.3177, -0.7923, -0.6393], [-3.1087, 0.2673, -1.3252], [0.2397, 2.5793, -1.4869], [1.1459, 2.7786, -2.2540], [1.9617, 3.8154, -2.0518], [3.1641, 4.0404, -2.8030], [2.8790, 4.7716, -4.0974], [1.3216, 1.9325, -3.4853], [3.7061, 3.1057, -2.9585], [3.7958, 4.6610, -2.1687], [2.2314, 4.1898, -4.7551], [3.8062, 4.9849, -4.6291], [2.3652, 5.7129, -3.8962], [0.6521, 2.2950, -4.2652], [1.0561, 0.9062, -3.2343], [2.3418, 1.9101, -3.8627], [1.9619, 8.6314, -4.7594], [1.7303, 9.0526, -3.6606], [2.4670, 8.6225, -2.6243], [2.3901, 9.1779, -1.3077], [1.2646, 8.5539, -0.5087], [0.5727, 9.9823, -3.4088], [2.3231, 10.2665, -1.3485], [3.3429, 8.9450, -0.8335], [0.2925, 8.7486, -0.9634], [1.2536, 8.9467, 0.5087], [1.3856, 7.4704, -0.4668], [-0.3402, 9.3943, -3.3197], [0.4827, 10.6536, -4.2607], [0.6890, 10.6066, -2.5260], [6.0660, 1.0730, 6.6417], [5.1509, 0.2998, 6.6800], [5.2200, -0.7622, 7.4967], [4.1209, -1.6384, 7.7529], [4.0062, -2.6958, 6.6786], [3.9663, 0.4487, 5.7615], [3.1944, -1.0772, 7.8872], [4.3363, -2.1108, 8.7108], [3.8081, -2.2529, 5.7013], [3.2003, -3.3936, 6.9101], [4.9401, -3.2524, 6.5920], [4.2145, 0.0274, 4.7876], [3.7558, 1.5105, 5.6482], [3.0539, -0.0116, 6.1342], [-4.8148, -4.9271, -0.6749], [-5.7354, -5.6883, -0.5725], [-5.6376, -6.7272, 0.2710], [-6.7300, -7.5903, 0.5982], [-6.8909, -8.6938, -0.4269], [-6.9622, -5.5503, -1.4351], [-7.6472, -7.0176, 0.7456], [-6.4808, -8.0275, 1.5645], [-7.1224, -8.2942, -1.4150], [-7.6913, -9.3745, -0.1346], [-5.9634, -9.2601, -0.5214], [-6.7645, -6.0032, -2.4062], [-7.1661, -4.4898, -1.5710], [-7.8587, -5.9912, -1.0055], [4.7386, 0.1048, -5.5415], [4.0626, -0.7092, -4.9767], [4.3271, -1.0238, -3.6989], [3.4790, -1.8446, -2.8883], [3.7642, -3.3167, -3.1000], [2.9715, -1.4503, -5.7043], [2.4282, -1.5940, -3.0472], [3.7076, -1.5767, -1.8572], [3.5655, -3.6212, -4.1284], [3.1494, -3.9253, -2.4358], [4.8151, -3.5303, -2.9016], [3.4137, -2.2782, -6.2575], [2.5012, -0.7631, -6.4054], [2.1830, -1.8270, -5.0566]]}



[2]
{"formula": "C29H63O8P", "method": "the ωB97M-V functional and the def2-TZVPD basis", "e_tot_ev": -56762.2510, "homo_ev": -9.40, "smiles": "CCCCCCCC[C@H](CCCCCC)OC[C@@H](O)OCCCCP(=O)(OCC)OCC.COCCOC", "gap_ev": 10.005, "species": ["C", "C", "C", "C", "C", "C", "C", "C", "C", "C", "C", "C", "C", "C", "C", "O", "C", "C", "O", "O", "C", "C", "C", "C", "P", "O", "O", "C", "C", "O", "C", "C", "H", "H", "H", "H", "H", "H", "H", "H", "H", "H", "H", "H", "H", "H", "H", "H", "H", "H", "H", "H", "H", "H", "H", "H", "H", "H", "H", "H", "H", "H", "H", "H", "H", "H", "H", "H", "H", "H", "H", "H", "H", "H", "H", "H", "H", "H", "H", "H", "H", "H", "H", "H", "H", "C", "O", "C", "C", "O", "C", "H", "H", "H", "H", "H", "H", "H", "H", "H", "H"], "coordinates": [[4.9487, -0.7923, 2.8817], [5.3537, 0.6934, 2.9460], [4.1382, 1.5960, 2.9949], [3.1197, 1.3241, 1.8629], [2.8139, 2.5838, 1.0654], [1.7847, 2.3661, -0.0315], [0.3328, 2.4814, 0.4506], [-0.1874, 1.1394, 0.9359], [-1.7051, 0.9740, 1.0275], [-2.4656, 2.2120, 1.4852], [-3.9596, 2.0830, 1.1813], [-4.7947, 3.1991, 1.8128], [-6.2692, 2.7886, 1.8630], [-7.2138, 3.9861, 1.8414], [-8.5311, 3.6322, 2.5617], [-1.9270, -0.0789, 1.9639], [-2.7110, -1.1665, 1.5141], [-2.0887, -2.4070, 2.1032], [-2.1567, -2.4208, 3.5012], [-2.7596, -3.4813, 1.5373], [-2.1726, -4.7170, 1.8740], [-0.7981, -4.8721, 1.2203], [-0.7734, -4.2996, -0.1734], [0.5403, -4.6161, -0.9456], [1.8617, -3.4199, -0.6029], [3.1423, -4.1045, -0.5120], [1.5040, -2.7400, 0.8062], [2.4460, -1.7196, 1.2121], [1.9285, -1.0709, 2.4962], [1.9660, -2.3016, -1.7452], [0.9789, -1.2555, -1.6906], [-0.1983, -1.4724, -2.6389], [4.8821, -1.1380, 1.8598], [3.9961, -0.9053, 3.3912], [5.6831, -1.4241, 3.3675], [6.0045, 0.9305, 2.1144], [5.8954, 0.8161, 3.8771], [4.4292, 2.6387, 2.9037], [3.6258, 1.5036, 3.9436], [2.1909, 1.0523, 2.3553], [3.4416, 0.5164, 1.2186], [3.7445, 2.8698, 0.5741], [2.5549, 3.4116, 1.7158], [1.9614, 3.1175, -0.7946], [1.9130, 1.3798, -0.4685], [-0.3229, 2.9368, -0.2813], [0.3381, 3.1561, 1.3036], [0.2534, 0.8314, 1.8745], [0.1503, 0.4012, 0.2077], [-2.0565, 0.7287, 0.0258], [-2.3662, 2.3308, 2.5594], [-2.1429, 3.1245, 0.9975], [-4.0508, 2.1883, 0.1028], [-4.3554, 1.1191, 1.4748], [-4.7490, 4.0666, 1.1612], [-4.4371, 3.4107, 2.8142], [-6.4669, 2.2585, 2.7905], [-6.4860, 2.1193, 1.0395], [-6.7649, 4.8293, 2.3499], [-7.4810, 4.2708, 0.8290], [-8.4815, 3.9407, 3.6002], [-8.6768, 2.5611, 2.5699], [-9.3969, 4.1237, 2.1342], [-3.7166, -1.0916, 1.9252], [-2.6915, -1.2972, 0.4374], [-1.0371, -2.3966, 1.7923], [-1.2541, -2.3815, 3.8462], [-2.8308, -5.4838, 1.4818], [-2.0932, -4.8901, 2.9435], [-0.5446, -5.9269, 1.1890], [-0.0675, -4.4151, 1.8785], [-1.5796, -4.7652, -0.7298], [-0.9167, -3.2268, -0.1910], [0.3404, -4.7047, -2.0045], [0.8990, -5.5806, -0.6158], [2.5481, -0.9472, 0.4539], [3.4232, -2.1691, 1.3345], [1.1038, -1.6712, 2.8605], [1.5306, -0.0852, 2.2925], [2.7064, -1.0547, 3.2484], [1.4632, -0.3399, -1.9977], [0.5785, -1.0737, -0.6964], [-1.0981, -1.7852, -2.1226], [-0.4265, -0.5201, -3.1056], [0.0645, -2.1413, -3.4459], [3.4670, -0.4944, -7.6214], [3.6836, 0.8797, -7.3476], [2.4827, 1.6229, -7.2176], [2.1191, 1.8560, -5.7669], [1.8058, 0.6432, -5.0986], [2.8766, 0.1401, -4.3167], [4.4019, -1.0207, -7.4371], [2.6907, -0.9188, -6.9814], [3.1870, -0.6308, -8.6715], [1.6613, 1.1264, -7.7429], [2.6515, 2.5930, -7.6954], [1.2244, 2.4854, -5.7266], [2.9260, 2.3839, -5.2498], [2.9590, 0.7107, -3.3842], [3.8282, 0.1813, -4.8498], [2.6562, -0.8992, -4.0764]]}



[3]
{"formula": "C29H64BCl2N2O13", "method": "the ωB97M-V functional and the def2-TZVPD basis", "e_tot_ev": -86429.2135, "relative_energy_ev": 0.000, "charge": -1, "homo_ev": -5.00, "gap_ev": 7.111, "species": ["C", "O", "C", "C", "C", "C", "C", "C", "C", "C", "C", "C", "O", "C", "C", "O", "O", "B", "C", "N", "C", "Cl", "C", "C", "Cl", "O", "C", "O", "C", "O", "N", "O", "H", "H", "H", "H", "H", "H", "H", "H", "H", "H", "H", "H", "H", "H", "H", "H", "H", "H", "H", "H", "H", "H", "H", "H", "H", "H", "H", "H", "H", "H", "H", "H", "H", "H", "C", "C", "O", "H", "H", "H", "H", "H", "H", "C", "C", "O", "H", "H", "H", "H", "H", "H", "C", "C", "O", "H", "H", "H", "H", "H", "H", "C", "C", "O", "H", "H", "H", "H", "H", "H", "C", "C", "O", "H", "H", "H", "H", "H", "H"], "coordinates": [[2.2964, -4.0867, 3.4862], [3.3600, -3.1912, 3.2536], [4.0844, -3.3881, 2.0426], [4.6499, -2.0519, 1.5732], [3.8893, -1.3916, 0.4204], [2.3582, -1.4002, 0.5973], [1.7110, -0.0097, 0.6276], [1.6778, 0.7955, -0.6847], [1.1712, 0.0183, -1.9013], [-0.3199, -0.3170, -2.0247], [-0.8548, -1.4222, -1.0913], [-1.8144, -0.9350, -0.0293], [-2.1872, -2.0845, 0.7883], [-2.2895, -1.8087, 2.1157], [-1.1881, -2.3996, 2.9522], [-3.1747, -1.1305, 2.5645], [3.0036, 1.1870, -1.0209], [3.3356, 2.4543, -0.3337], [4.2201, 3.3778, -1.3482], [4.8209, 4.5718, -0.6876], [4.2433, 2.2387, 1.0514], [5.8802, 1.7100, 0.6776], [3.9375, 2.3914, 2.3339], [2.6315, 2.9022, 2.8678], [5.0922, 2.0840, 3.6316], [1.9890, 3.0726, -0.0993], [1.0040, 2.2067, -0.4954], [0.4712, 2.6559, -1.7526], [-0.1916, 2.2530, 0.4543], [-0.5525, 3.6375, 0.6349], [-1.9442, 3.8109, 0.5137], [-2.1982, 4.4897, -0.4049], [2.3102, -4.9468, 2.8109], [2.3713, -4.4497, 4.5157], [1.3411, -3.5592, 3.4017], [3.4057, -3.8086, 1.2901], [4.8921, -4.1082, 2.2262], [5.6845, -2.2167, 1.2577], [4.7055, -1.3750, 2.4302], [4.1617, -1.8912, -0.5146], [4.2401, -0.3713, 0.3093], [2.0980, -1.8806, 1.5461], [1.9051, -2.0227, -0.1770], [0.6797, -0.1467, 0.9784], [2.2269, 0.5737, 1.3925], [1.4460, 0.6487, -2.7454], [1.7475, -0.9057, -2.0025], [-0.4757, -0.6760, -3.0449], [-0.9218, 0.5934, -1.9517], [-0.0572, -1.9687, -0.5861], [-1.4000, -2.1606, -1.6851], [-1.3477, -0.2040, 0.6310], [-2.7346, -0.5300, -0.4554], [-0.6219, -3.1526, 2.4108], [-1.6036, -2.8205, 3.8670], [-0.5035, -1.5994, 3.2454], [4.9732, 2.7787, -1.8736], [3.5141, 3.7518, -2.0998], [4.8322, 5.3531, -1.3329], [5.7943, 4.3911, -0.4697], [2.4363, 2.4645, 3.8484], [2.6775, 3.9854, 3.0042], [1.8129, 2.6697, 2.1977], [0.9611, 3.4638, -1.9455], [0.0170, 1.8203, 1.4329], [-1.0216, 1.7231, -0.0134], [-4.5997, -4.0683, -2.9667], [-4.0055, -3.0112, -3.8790], [-2.5939, -3.1457, -3.9806], [-4.1599, -3.9952, -1.9715], [-5.6813, -3.9518, -2.8801], [-4.3924, -5.0680, -3.3561], [-4.2059, -2.0147, -3.4863], [-4.4581, -3.0722, -4.8756], [-2.4146, -4.0241, -4.3373], [-5.9559, 1.2871, 0.9848], [-6.7728, 0.8591, 2.1909], [-6.3686, -0.4069, 2.6887], [-6.0373, 0.5425, 0.1919], [-6.2966, 2.2502, 0.6001], [-4.9003, 1.3780, 1.2491], [-7.8256, 0.7544, 1.9250], [-6.7010, 1.6176, 2.9801], [-5.4368, -0.3391, 2.9309], [-0.1643, 7.9950, -1.4086], [-0.9974, 7.5678, -2.6044], [-1.1127, 6.1593, -2.7010], [0.8298, 7.5507, -1.4623], [-0.0629, 9.0815, -1.3672], [-0.6262, 7.6587, -0.4777], [-0.5262, 7.8948, -3.5323], [-1.9918, 8.0305, -2.5557], [-1.5413, 5.8386, -1.8981], [1.6406, -1.9426, 7.3544], [1.6907, -1.0775, 6.1094], [0.5839, -1.3128, 5.2452], [1.6139, -2.9983, 7.0809], [2.5133, -1.7668, 7.9851], [0.7456, -1.7257, 7.9439], [2.5746, -1.3059, 5.5148], [1.7338, -0.0180, 6.3826], [-0.2316, -1.1013, 5.7109], [-2.2681, -4.1601, -8.3931], [-3.0172, -4.4142, -7.0997], [-2.4234, -5.4712, -6.3415], [-2.2463, -5.0639, -9.0033], [-2.7383, -3.3604, -8.9666], [-1.2355, -3.8690, -8.1881], [-4.0441, -4.7170, -7.3009], [-3.0395, -3.5073, -6.4900], [-1.5118, -5.2197, -6.1565]]}



[4]
{"formula": "C29H64IO13P", "method": "the ωB97M-V functional and the def2-TZVPD basis", "e_tot_ev": -75112.0660, "homo_ev": -8.79, "smiles": "CCOCCOCP(I)CCCC(=O)OCC.COCCOCCOC.COCCOCCOC.COCCOCCOC", "gap_ev": 9.051, "species": ["C", "C", "O", "C", "C", "O", "C", "P", "I", "C", "C", "C", "C", "O", "O", "C", "C", "H", "H", "H", "H", "H", "H", "H", "H", "H", "H", "H", "H", "H", "H", "H", "H", "H", "H", "H", "H", "H", "H", "C", "O", "C", "C", "O", "C", "C", "O", "C", "H", "H", "H", "H", "H", "H", "H", "H", "H", "H", "H", "H", "H", "H", "C", "O", "C", "C", "O", "C", "C", "O", "C", "H", "H", "H", "H", "H", "H", "H", "H", "H", "H", "H", "H", "H", "H", "C", "O", "C", "C", "O", "C", "C", "O", "C", "H", "H", "H", "H", "H", "H", "H", "H", "H", "H", "H", "H", "H", "H"], "coordinates": [[2.2262, 3.0301, -3.1159], [2.4160, 1.9636, -4.2055], [1.8016, 0.7191, -3.9043], [0.3942, 0.7822, -3.7492], [-0.2708, -0.3644, -4.5027], [0.3919, -1.6083, -4.3819], [-0.0910, -2.5192, -3.4235], [0.9670, -2.9073, -1.9236], [0.1555, -1.2300, -0.3077], [2.5743, -2.1389, -2.3812], [3.1728, -2.7200, -3.6793], [4.1718, -3.8391, -3.4041], [4.9415, -4.3526, -4.5986], [5.5585, -5.3710, -4.6019], [4.9074, -3.5288, -5.6844], [4.3437, -4.1039, -6.8787], [4.5174, -3.1012, -8.0052], [1.6399, 3.8846, -3.4646], [3.1917, 3.4144, -2.7767], [1.7225, 2.6010, -2.2453], [3.4758, 1.7330, -4.3377], [2.0405, 2.3260, -5.1741], [0.1241, 0.7597, -2.6849], [0.0193, 1.7233, -4.1760], [-0.3142, -0.1352, -5.5720], [-1.3034, -0.4672, -4.1364], [-0.2196, -3.4918, -3.9183], [-1.0765, -2.2172, -3.0466], [2.4840, -1.0546, -2.4395], [3.2328, -2.3722, -1.5340], [3.6588, -1.9118, -4.2298], [2.3830, -3.0935, -4.3350], [3.6759, -4.7258, -2.9906], [4.9196, -3.5243, -2.6645], [4.8622, -5.0433, -7.0936], [3.2837, -4.3227, -6.6974], [4.4517, -2.0863, -7.6056], [3.7266, -3.2266, -8.7502], [5.4783, -3.2183, -8.5112], [-1.9471, 1.4787, 8.0889], [-2.1156, 1.8596, 6.7446], [-1.6425, 3.1645, 6.4685], [-1.1954, 3.2934, 5.0304], [0.0452, 2.6664, 4.7535], [0.0363, 1.2603, 4.5827], [-0.4912, 0.7841, 3.2505], [-1.9032, 0.8705, 3.1955], [-2.3869, 0.9685, 1.8773], [-2.5595, 2.0862, 8.7660], [-2.2586, 0.4389, 8.1733], [-0.8988, 1.5647, 8.3990], [-0.8019, 3.4123, 7.1285], [-2.4431, 3.8959, 6.6479], [-1.0219, 4.3557, 4.8438], [-1.9815, 2.9468, 4.3556], [-0.4924, 0.7595, 5.3973], [1.0893, 0.9702, 4.6278], [-0.1778, -0.2617, 3.1135], [-0.0397, 1.3800, 2.4465], [-1.9322, 1.8163, 1.3495], [-3.4638, 1.1174, 1.9277], [-2.1766, 0.0532, 1.3109], [-3.2660, 1.8693, -2.0799], [-3.3777, 3.2722, -2.1270], [-2.1397, 3.9255, -2.3322], [-2.3126, 5.2176, -3.0950], [-2.5583, 5.0362, -4.4791], [-3.8746, 4.6825, -4.8683], [-4.8501, 5.8365, -4.8719], [-5.2383, 6.1798, -3.5561], [-5.6404, 7.5232, -3.4282], [-2.6523, 1.5382, -1.2324], [-4.2710, 1.4673, -1.9675], [-2.8267, 1.4741, -3.0032], [-1.4559, 3.2755, -2.8887], [-1.6753, 4.1520, -1.3618], [-1.3577, 5.7467, -3.0469], [-3.0775, 5.8401, -2.6256], [-4.2655, 3.8595, -4.2652], [-3.7780, 4.3411, -5.9014], [-5.7330, 5.5390, -5.4555], [-4.3873, 6.6970, -5.3709], [-4.8576, 8.2081, -3.7741], [-5.8305, 7.7054, -2.3723], [-6.5573, 7.7296, -3.9929], [0.8605, -1.6642, 7.8797], [0.4056, -2.7163, 7.0632], [0.0497, -2.2927, 5.7596], [0.2662, -3.3852, 4.7394], [1.6264, -3.5979, 4.4043], [2.4116, -4.3530, 5.3096], [2.1886, -5.8452, 5.2249], [0.9703, -6.2164, 5.8406], [0.4234, -7.4034, 5.3180], [0.0673, -0.9340, 8.0827], [1.1846, -2.1007, 8.8227], [1.7054, -1.1377, 7.4200], [0.6415, -1.4154, 5.4718], [-1.0118, -2.0067, 5.7435], [-0.2029, -3.0513, 3.8103], [-0.2216, -4.3090, 5.0592], [2.2844, -4.0089, 6.3388], [3.4444, -4.1663, 5.0063], [3.0275, -6.3485, 5.7268], [2.1917, -6.1492, 4.1707], [0.2839, -7.3341, 4.2329], [-0.5455, -7.5500, 5.7914], [1.0563, -8.2730, 5.5321]]}